{"formula": "C7H16N2", "method": "ωB97M-V/def2-TZVPD", "species": ["C", "C", "C", "C", "C", "N", "C", "N", "C", "H", "H", "H", "H", "H", "H", "H", "H", "H", "H", "H", "H", "H", "H", "H", "H"], "coordinates": [[0.072475, -0.874951, 0.153156], [-1.314208, -1.284334, 0.652744], [1.161450, -1.617155, 0.931830], [0.197395, -1.286646, -1.314048], [0.254620, 1.162466, 2.032419], [0.329086, 1.377218, -1.743256], [0.260624, 0.738895, 0.590521], [-0.903981, 1.750159, -2.361416], [0.399870, 1.668827, -0.350036], [1.070877, 1.850498, -2.254131], [-1.630126, 1.150318, -1.980239], [-1.159839, 2.712751, -2.125294], [0.505574, 2.722288, -0.072173], [-2.083656, -0.674956, 0.182471], [-1.508383, -2.325560, 0.392666], [-1.394647, -1.178453, 1.730855], [1.172145, -2.669185, 0.639138], [2.144247, -1.206817, 0.710534], [0.989640, -1.564116, 2.001557], [0.092156, -2.371141, -1.393699], [-0.586427, -0.861226, -1.931067], [1.171238, -1.018469, -1.714285], [-0.699969, 0.928440, 2.504951], [1.030084, 0.635192, 2.589396], [0.429755, 2.235955, 2.127405]], "atomic_forces_ev_per_a": [[0.2375, 1.7613, 1.4453], [0.1777, -0.0345, -0.0781], [-0.1561, -0.1729, -0.1242], [0.0524, 0.2748, 0.0795], [0.0249, -0.5474, -0.0611], [0.3258, 0.5710, -0.2146], [-0.2242, -1.7912, -1.6690], [-0.0536, 0.2249, -0.0379], [-0.1270, 0.0713, -0.0774], [-0.2603, -0.1558, 0.0735], [0.1230, 0.0241, -0.0543], [-0.0006, -0.1737, 0.0937], [0.0166, -0.0244, 0.0945], [-0.1153, 0.0551, -0.0277], [-0.0222, -0.0866, 0.0579], [-0.0872, 0.0070, 0.1494], [-0.0259, -0.0471, 0.0856], [0.1123, 0.0601, -0.0139], [0.0502, -0.0082, 0.2149], [0.0083, -0.1110, 0.3000], [0.0724, 0.1123, -0.1521], [-0.0816, 0.0552, -0.1578], [-0.0363, -0.0032, 0.0641], [0.0069, 0.0405, 0.0990], [-0.0179, -0.1019, -0.0895]], "lowdin_charge": [-0.501, -0.064, -0.073, -0.084, -0.065, -0.164, -0.181, -0.006, -0.136, 0.113, 0.059, 0.065, 0.106, 0.081, 0.084, 0.072, 0.083, 0.089, 0.071, 0.081, 0.062, 0.082, 0.077, 0.074, 0.076], "smiles": "C/C(=C/NN)C(C)(C)C", "e_above_lowest_ev": 2.332, "gap_ha": 0.357}

=====

{"formula": "C7H16N2", "method": "ωB97M-V/def2-TZVPD", "species": ["C", "C", "N", "H", "H", "H", "H", "H", "H", "H", "C", "C", "C", "C", "C", "N", "H", "H", "H", "H", "H", "H", "H", "H", "H"], "coordinates": [[-1.928857, 0.262292, 0.403228], [-2.620051, -0.199431, -1.836052], [-2.014536, 0.737851, -0.900406], [-0.761707, 0.823348, -1.245499], [-0.829427, -0.237048, 0.529278], [-2.696840, -0.454686, 0.712702], [-1.837158, 1.066117, 1.136823], [-2.433213, -1.258443, -1.601467], [-2.246883, -0.009842, -2.844740], [-3.704784, -0.054559, -1.848426], [0.798806, -1.632843, -0.644875], [1.618638, 1.616984, 1.417296], [0.816959, -0.194907, -0.185482], [1.619303, 0.166535, 1.007866], [2.312535, -0.740731, 1.701664], [0.557970, 0.692835, -1.145497], [0.845775, 1.637151, -0.904227], [0.483972, -2.301850, 0.155051], [1.792988, -1.932482, -0.984350], [0.114472, -1.732278, -1.484916], [0.602432, 2.013562, 1.464830], [2.182719, 2.229760, 0.709127], [2.077237, 1.739970, 2.396621], [2.388088, -1.774137, 1.400525], [2.861565, -0.463168, 2.590925]], "atomic_forces_ev_per_a": [[1.5536, -0.2682, 0.5304], [-0.0303, 0.0185, 0.0488], [1.7127, 0.5252, -1.1302], [-2.4888, -0.1917, 0.3487], [-1.3698, -0.0034, 0.2474], [0.2544, -0.0766, -0.0986], [-0.2947, 0.0946, 0.0718], [0.0573, 0.0039, 0.0227], [-0.0479, 0.0165, 0.0386], [-0.0020, -0.0590, -0.0575], [-0.5344, -0.0365, 0.3176], [-0.0703, -0.0445, 0.0295], [1.2399, 0.6428, -1.8487], [-0.1920, 0.1235, 0.4976], [-0.1024, 0.1045, -0.2413], [0.4504, -0.9114, 0.9725], [-0.0957, 0.0359, 0.2913], [0.0290, -0.0892, -0.0327], [0.0178, 0.1096, 0.0513], [-0.0049, 0.0180, 0.0153], [0.0016, 0.0122, -0.0256], [-0.0192, -0.0091, 0.0062], [0.0191, -0.0188, -0.0165], [-0.1545, -0.0940, -0.0033], [0.0711, 0.0969, -0.0354]], "lowdin_charge": [-0.190, -0.174, -0.207, 0.085, 0.086, 0.089, 0.071, 0.064, 0.071, 0.069, -0.050, -0.059, -0.404, -0.316, 0.076, 0.096, 0.076, 0.082, 0.092, 0.076, 0.079, 0.084, 0.078, 0.059, 0.067], "e_above_lowest_ev": 3.397, "gap_ha": [0.289, 0.289]}

=====

{"formula": "C7H16N2", "method": "ωB97M-V/def2-TZVPD", "species": ["C", "C", "C", "C", "C", "C", "C", "N", "N", "H", "H", "H", "H", "H", "H", "H", "H", "H", "H", "H", "H", "H", "H", "H", "H"], "coordinates": [[-1.794042, 0.492926, -0.638191], [-1.472500, 1.542036, 0.362658], [1.381772, -0.397200, 0.955351], [2.070701, 0.949114, -1.024276], [3.511034, -0.947826, -0.432967], [-2.909954, -1.182222, 0.957241], [2.418978, -0.240419, -0.159717], [-1.173398, -0.771210, -0.692847], [-2.597303, -0.633845, -0.419679], [-0.466371, 1.904453, 0.118971], [-1.496176, 1.101036, 1.331052], [-2.194910, 2.389857, 0.059021], [1.233437, 0.399541, 1.641915], [1.759905, -1.077684, 1.632464], [0.446896, -0.740163, 0.532959], [1.858587, 1.895664, -0.394935], [2.799925, 1.254702, -1.675456], [1.042606, 0.783354, -1.311576], [-2.080869, 0.862747, -1.571594], [3.836216, -1.755330, 0.127899], [3.967213, -0.775195, -1.474477], [-3.670776, -0.639887, 1.437719], [-3.333294, -2.148256, 0.569160], [-2.059146, -1.272684, 1.704542], [-1.078541, -0.993508, -1.635225]], "atomic_forces_ev_per_a": [[-0.2638, 1.0186, 0.7422], [-0.3339, 1.2273, -2.1064], [1.2489, -0.4263, -1.1767], [-2.2679, 0.7598, 3.5042], [-0.6260, 1.3066, -2.6677], [1.2682, -1.2231, -1.7523], [-0.4692, 1.8696, 0.4305], [0.4808, -0.3739, 1.4393], [-1.0359, -1.3207, 1.4777], [-0.1486, 0.0677, 0.3880], [-0.2597, 0.3636, 1.0289], [0.9685, -1.1299, 1.4708], [-0.1748, 1.6460, -0.1594], [0.6165, -2.2992, 1.2971], [-0.0421, 0.0135, 0.1167], [0.7397, -1.3672, -0.3091], [1.3530, 0.2750, -2.2740], [-0.1450, -0.0907, -1.3714], [-0.0589, 1.0370, -1.5451], [0.5645, -1.4946, 0.9776], [-0.2714, -0.1754, 1.9507], [-1.1860, 0.9129, 0.3162], [0.5301, 0.4565, 1.4795], [-0.7093, -0.1096, -1.2690], [0.2222, -0.9435, -1.9880]], "lowdin_charge": [-0.454, -0.028, -0.068, -0.080, 0.027, -0.070, -0.385, 0.046, -0.106, 0.057, 0.061, 0.117, 0.068, 0.043, 0.039, 0.105, 0.037, 0.052, 0.117, 0.025, 0.090, 0.044, 0.090, 0.092, 0.081], "smiles": "C[C@H]1NN1C.C=C(C)C", "e_above_lowest_ev": 4.777, "gap_ha": 0.366}

=====

{"formula": "C7H16N3O2PS", "method": "ωB97M-V/def2-TZVPD", "species": ["C", "C", "C", "C", "C", "C", "C", "N", "N", "N", "O", "O", "P", "S", "H", "H", "H", "H", "H", "H", "H", "H", "H", "H", "H", "H", "H", "H", "H", "H"], "coordinates": [[1.915815, -1.369173, -2.861443], [-0.524372, 0.344719, 3.730952], [-2.626418, 0.227339, -2.183442], [2.568406, -0.972602, -1.542695], [0.249638, 1.507583, 2.987062], [-1.412161, -0.116873, -1.216439], [-0.328105, 0.748343, 0.657310], [-0.273534, 1.679843, 1.644985], [-1.060021, 1.015713, -0.408194], [1.792702, -0.115268, -0.650558], [2.102006, -1.020960, -3.983192], [0.714727, -2.075093, -2.628423], [0.973983, -0.666886, 0.807365], [0.161771, -2.507473, 0.562643], [0.132502, -0.048299, 4.439795], [-1.425061, 0.711499, 4.080584], [-0.596836, -0.461722, 3.012947], [-3.044884, -0.750989, -2.552626], [-3.445345, 0.554385, -1.450844], [-2.380289, 0.896687, -2.932217], [3.478683, -0.532184, -1.745020], [2.691046, -1.925071, -0.981517], [0.288959, 2.453901, 3.609570], [1.280581, 1.060043, 2.884192], [-1.659059, -0.904960, -0.586299], [-0.456637, -0.325387, -1.718628], [-0.745043, 2.563754, 1.602190], [-1.325820, 2.002881, -0.514803], [0.576176, -2.624836, -1.802270], [2.376592, 0.651085, -0.260986]], "atomic_forces_ev_per_a": [[-3.5044, -0.2583, 0.9880], [2.0767, 1.1471, -2.3238], [-0.7914, -3.0643, 3.9304], [-0.9572, -2.0380, 1.0250], [0.6960, -2.2018, 0.5136], [-0.1658, 2.3428, -3.2098], [2.5865, -2.1064, 2.9907], [0.1694, 2.3557, 2.0450], [-1.0356, 1.2588, -0.3797], [0.4487, 0.2475, 0.6937], [1.0339, 0.0927, 0.3476], [0.7407, -0.6307, -0.1032], [-2.2454, 1.0841, -1.9083], [0.7370, 0.9315, 0.1755], [0.6834, -0.4208, 1.8237], [-1.9278, 0.2395, 0.8715], [-0.6845, -0.1246, -0.2235], [0.6620, 1.0592, -0.1628], [0.9995, 0.1811, -1.3149], [0.2441, 1.3423, -1.4357], [2.0654, 0.8152, -0.3873], [0.4723, 0.2055, -0.5555], [-0.1143, -1.0076, -1.1686], [-0.4731, 0.9452, 0.2317], [-0.6429, -1.4216, 1.0390], [-0.8454, -0.6309, -0.5026], [-0.4518, -0.1002, -0.8442], [-0.1024, -1.0723, -0.5585], [0.8550, 1.2297, -0.7114], [-0.5286, -0.4005, -0.8857]], "lowdin_charge": [-0.460, -0.079, -0.046, -0.187, -0.260, -0.275, -0.500, -0.079, -0.045, -0.245, 0.136, -0.019, 0.588, 0.249, 0.048, 0.045, 0.023, 0.083, 0.092, 0.031, 0.094, 0.108, 0.129, 0.076, 0.036, 0.077, 0.117, 0.154, 0.020, 0.089], "spin_multiplicity": 3, "gap_ha": [0.215, 0.239]}